The following is a DFT calculation (the ωB97M-V functional and the def2-TZVPD basis) of a 2-piece molecular cluster, C16H20ClN3O4 overall in a non-equilibrium geometry.

XYZ file:
```
44
Properties=species:S:1:pos:R:3:nbo_charge:R:1
O -1.39 0.74 5.49 -0.4408
O -4.13 1.31 4.20 -0.5048
O 0.28 -3.48 -2.24 -0.6607
O 1.66 0.79 -2.77 -0.6480
Cl 3.09 2.98 2.74 0.0170
C -1.68 1.33 4.45 0.4511
C -3.00 1.58 3.83 0.5653
C -0.75 -2.86 -2.45 0.6874
C 1.33 -0.37 -2.53 0.6645
C 0.64 3.41 1.61 -0.1654
C 0.67 2.11 3.65 -0.1329
C -0.76 3.28 1.53 -0.2853
C 1.35 2.83 2.66 -0.0731
C -0.72 1.99 3.57 -0.2316
C -1.43 2.56 2.52 0.2802
N -2.78 2.28 2.67 -0.6200
N 1.99 -1.42 -3.03 -0.6236
N -0.90 -1.56 -2.18 -0.6034
C -1.95 -3.57 -3.04 -0.7064
C 3.18 -1.32 -3.88 -0.4105
C 1.52 0.02 0.38 -0.6073
C -0.74 -0.93 0.74 -0.6063
C 0.49 -0.96 -0.18 -0.2205
C 0.10 -0.62 -1.64 -0.1238
H 1.18 3.96 0.84 0.2422
H 1.22 1.66 4.48 0.2469
H -1.31 3.73 0.71 0.2267
H -3.53 2.72 2.15 0.4262
H 1.64 -2.34 -2.80 0.4329
H -1.81 -1.18 -2.40 0.4004
H -2.73 -3.64 -2.28 0.2314
H -1.65 -4.57 -3.35 0.2465
H -2.31 -3.01 -3.90 0.2233
H 3.96 -0.77 -3.35 0.2067
H 3.55 -2.31 -4.13 0.2074
H 2.94 -0.78 -4.80 0.2048
H 2.48 -0.11 -0.12 0.2191
H 1.67 -0.16 1.45 0.2118
H 1.18 1.04 0.23 0.2067
H -1.20 0.06 0.72 0.1926
H -0.44 -1.16 1.76 0.2173
H -1.46 -1.68 0.43 0.2092
H 0.92 -1.96 -0.14 0.2204
H -0.39 0.35 -1.59 0.2265
```

total charge	0
HOMO-LUMO gap	7.57	eV
LUMO energy	-1.50	eV
E_HOMO	-9.08	eV
energy above the lowest of the compared OMol25 structures with the same formula, charge and spin	0.607	eV
SMILES	CNC(=O)[C@@H](NC(C)=O)C(C)C.O=C1Nc2ccc(Cl)cc2C1=O


The following is a DFT calculation (the ωB97M-V functional and the def2-TZVPD basis) of C4H9N3 as an isolated structure.

XYZ file:
```
16
Properties=species:S:1:pos:R:3:nbo_charge:R:1
C -2.26 0.15 -0.29 -0.6311
C 0.26 -0.59 -0.17 0.3054
C -0.79 0.24 -0.12 -0.1508
N 2.29 0.48 0.79 -0.6643
N 0.52 -1.95 -0.19 -0.8234
C 0.14 1.42 0.01 -0.2152
N 1.25 0.44 -0.17 -0.2796
H 3.08 -0.05 0.43 0.3524
H 2.00 0.07 1.68 0.3301
H -0.25 -2.49 -0.55 0.3855
H 1.40 -2.18 -0.63 0.3804
H -2.56 -0.89 -0.43 0.2106
H -2.78 0.54 0.58 0.2141
H -2.59 0.73 -1.16 0.2117
H 0.17 1.90 0.99 0.1877
H 0.12 2.17 -0.78 0.1865
```

total charge	0
HOMO-LUMO gap	8.47	eV
LUMO energy	0.92	eV
E_HOMO	-7.55	eV
energy above the lowest of the compared OMol25 structures with the same formula, charge and spin	2.481	eV


The following is a DFT calculation (the ωB97M-V functional and the def2-TZVPD basis) of C9H10NO5Pd as an isolated structure in a non-equilibrium geometry.

XYZ file:
```
26
Properties=species:S:1:pos:R:3:mulliken_spin:R:1
Pd -1.55 0.52 -1.39 0.7929
O -2.86 -1.64 1.67 0.0065
C -2.14 -1.03 0.90 0.0055
O -2.57 -0.61 -0.24 0.1067
C -0.66 -0.95 1.15 0.0312
C 0.04 -1.45 -0.12 -0.1503
C 1.50 -1.81 0.21 0.0752
C 2.11 -0.42 0.34 -0.0454
C 0.89 0.45 0.06 0.5565
O 0.07 -0.93 -1.55 0.4968
C -0.04 0.45 1.28 -0.1574
C -0.99 1.68 1.18 -0.1544
O -1.05 2.45 2.05 -0.0692
O -2.34 2.12 -0.34 0.4902
H -0.42 -1.59 2.04 -0.0049
H -0.46 -2.32 -0.60 0.0212
H 1.95 -2.31 -0.67 -0.0030
H 1.60 -2.46 1.11 -0.0054
H 2.85 -0.29 -0.48 0.0011
H 2.60 -0.21 1.32 0.0079
H 1.22 1.48 -0.25 0.0077
H 0.53 0.56 2.24 -0.0028
N 0.10 2.51 -3.30 0.0098
C -0.50 1.78 -2.61 0.0796
H 0.62 3.13 -3.90 -0.0128
H -0.49 0.86 -0.12 -0.0831
```

total charge	-1
HOMO-LUMO gap (alpha / beta)	5.79 / 6.94	eV
LUMO energy (alpha / beta)	3.18 / 2.86	eV
E_HOMO (alpha / beta)	-2.61 / -4.08	eV
multiplicity	3
energy above the lowest of the compared OMol25 structures with the same formula, charge and spin	2.214	eV


The following is a DFT calculation (the ωB97M-V functional and the def2-TZVPD basis) of a 2-piece molecular cluster, C4HO4 overall in a non-equilibrium geometry.

XYZ file:
```
9
Properties=species:S:1:pos:R:3:nbo_charge:R:1
C 0.55 1.51 -0.65 0.5532
C -1.56 0.26 0.31 0.3451
C -0.40 1.01 -0.01 -0.6509
C 1.32 -1.57 0.18 1.0357
O 0.89 -2.21 -0.64 -0.5139
O 1.43 2.07 -1.20 -0.6499
O -2.63 0.08 -0.28 -0.6563
O 2.02 -1.06 0.93 -0.5344
H -1.62 -0.10 1.35 0.0715
```

total charge	-1
HOMO-LUMO gap	7.00	eV
LUMO energy	3.42	eV
E_HOMO	-3.58	eV
energy above the lowest of the compared OMol25 structures with the same formula, charge and spin	0.368	eV


The following is a DFT calculation (the ωB97M-V functional and the def2-TZVPD basis) of an isolated ion of composition C4H7IN2P and charge +1 in a non-equilibrium geometry.

XYZ file:
```
15
Properties=species:S:1:pos:R:3:nbo_charge:R:1
C 0.30 -1.38 -0.86 -0.1980
C -0.83 -1.98 -0.37 -0.5684
C 0.53 -0.08 -0.18 0.3376
C 1.69 0.82 -0.51 -0.6739
N -0.34 0.23 0.69 -0.3534
N -0.30 1.26 1.61 -0.6138
P -1.60 -1.11 0.97 0.9431
I -3.62 0.60 -0.46 -0.0417
H 0.96 -1.81 -1.73 0.2877
H -1.24 -2.99 -0.72 0.2959
H 1.24 1.23 -1.36 0.2605
H 2.60 0.30 -0.91 0.2724
H 1.89 1.50 0.35 0.2624
H -0.31 2.24 1.21 0.4050
H -0.96 1.16 2.28 0.3848
```

total charge	+1
HOMO-LUMO gap (alpha / beta)	6.70 / 6.70	eV
LUMO energy (alpha / beta)	-6.78 / -6.78	eV
E_HOMO (alpha / beta)	-13.48 / -13.48	eV
energy above the lowest of the compared OMol25 structures with the same formula, charge and spin	1.218	eV
SMILES	Cc1ccp(I)[n+]1N


The following is a DFT calculation (the ωB97M-V functional and the def2-TZVPD basis) of a 9-piece molecular cluster, C47H98N15O4P3 overall in a non-equilibrium geometry.

XYZ file:
```
167
Properties=species:S:1:pos:R:3:lowdin_charge:R:1
C -0.68 -0.60 -3.11 -0.0474
C -0.14 -1.52 -4.20 -0.4919
C 1.28 -1.97 -3.89 -0.1288
C 1.73 -2.98 -4.99 -0.1525
C 0.75 -4.11 -4.95 -0.1482
C -0.74 -3.86 -5.12 -0.5249
N -1.00 -2.74 -4.26 -0.0963
O -2.36 -2.34 -4.34 -0.0552
C -1.20 -3.81 -6.60 -0.0149
C -1.49 -5.09 -4.54 -0.0446
C -0.25 -0.69 -5.54 -0.0067
H -1.79 -0.54 -3.13 0.0801
H -0.18 0.37 -3.25 0.0636
H -0.36 -0.95 -2.07 0.0896
H 1.93 -1.06 -3.82 0.1364
H 1.25 -2.45 -2.93 0.0854
H 2.67 -3.37 -4.70 0.1016
H 1.73 -2.43 -5.95 0.1110
H 0.80 -4.51 -3.92 0.1229
H 1.03 -4.81 -5.65 0.0927
H -2.28 -3.61 -6.53 0.0854
H -0.71 -3.17 -7.28 0.0534
H -1.12 -4.83 -6.94 0.0758
H -1.58 -5.10 -3.45 0.0729
H -2.58 -5.18 -4.83 0.1000
H -0.99 -5.99 -4.92 0.0869
H -1.30 -0.86 -5.95 0.1091
H 0.35 -1.13 -6.30 0.0435
H -0.05 0.37 -5.34 0.0616
H -2.80 -2.72 -3.53 0.0880
N -3.38 -1.06 -1.02 0.0304
C -2.83 -2.26 -0.61 -0.1206
C -3.64 -3.27 -1.11 -0.1268
C -4.64 -2.70 -1.93 -0.1148
C -4.45 -1.32 -1.84 -0.1313
H -3.04 -0.13 -0.85 0.1008
H -1.98 -2.20 0.04 0.0767
H -3.45 -4.34 -1.01 0.0962
H -5.39 -3.34 -2.36 0.0963
H -5.00 -0.50 -2.22 0.1013
N -4.29 -0.34 5.00 0.0266
C -3.34 0.62 5.42 -0.1214
C -3.76 1.83 4.92 -0.1386
C -5.01 1.65 4.26 -0.1263
C -5.32 0.27 4.34 -0.1062
H -4.33 -1.31 5.25 0.1338
H -2.52 0.39 6.02 0.0877
H -3.36 2.85 4.91 0.0902
H -5.63 2.36 3.70 0.1023
H -6.22 -0.18 4.00 0.1006
N -3.23 1.73 1.40 0.0204
C -2.58 0.76 2.10 -0.1073
C -1.45 0.46 1.35 -0.1056
C -1.45 1.32 0.18 -0.1069
C -2.62 2.09 0.23 -0.1235
H -4.01 2.15 1.83 0.1163
H -3.01 0.45 3.02 0.0655
H -0.70 -0.28 1.64 0.0814
H -0.65 1.29 -0.52 0.0658
H -3.07 2.84 -0.38 0.1074
N -0.56 -2.42 5.54 0.0223
C -1.11 -1.89 4.43 -0.1383
C -2.17 -2.72 4.07 -0.0903
C -2.29 -3.73 5.11 -0.0962
C -1.25 -3.51 5.95 -0.1554
H 0.19 -2.12 6.07 0.1161
H -0.66 -0.99 4.07 0.0809
H -2.83 -2.60 3.24 0.0809
H -2.79 -4.67 5.24 0.0910
H -1.04 -4.00 6.87 0.1061
N -2.01 5.25 3.30 -0.0009
C -1.74 6.26 4.18 -0.1058
C -1.47 7.38 3.35 -0.0952
C -1.62 7.01 2.02 -0.1368
C -1.92 5.69 1.94 -0.1296
H -2.25 4.34 3.65 0.1114
H -1.73 6.11 5.25 0.1073
H -1.18 8.32 3.68 0.0653
H -1.47 7.65 1.17 0.1046
H -1.95 4.93 1.23 0.0724
O 4.09 3.51 3.58 -0.3066
P 2.85 2.84 3.08 0.4952
N 1.81 2.58 4.35 -0.2684
C 0.72 1.61 4.30 -0.1355
C 2.48 2.40 5.68 -0.0893
N 3.26 1.41 2.32 -0.2842
C 2.24 0.55 1.79 -0.1661
C 4.26 0.62 3.08 -0.1095
N 1.95 3.63 1.93 -0.2830
C 2.33 3.48 0.48 -0.0662
C 1.10 4.79 2.27 -0.0788
H 1.01 0.53 4.44 0.0805
H 0.17 1.70 3.33 0.0772
H 0.01 1.73 5.04 0.0421
H 3.11 3.25 5.96 0.0842
H 3.09 1.49 5.70 0.0758
H 1.63 2.33 6.32 0.0622
H 1.85 -0.18 2.52 0.0619
H 1.33 1.08 1.48 0.0494
H 2.55 0.00 0.87 0.1028
H 5.00 1.17 3.68 0.0856
H 3.77 -0.14 3.74 0.0663
H 4.73 -0.12 2.39 0.0852
H 2.69 2.47 0.37 0.0446
H 1.36 3.54 -0.01 0.0383
H 3.24 4.12 0.24 0.1145
H 0.34 4.80 1.50 0.0483
H 1.64 5.72 2.32 0.0898
H 0.62 4.63 3.22 0.0631
O 3.86 -5.88 0.79 -0.2657
P 2.54 -5.62 1.34 0.4568
N 1.67 -4.42 0.57 -0.2997
C 1.39 -4.87 -0.78 -0.1355
C 0.61 -3.51 0.92 -0.1191
N 2.52 -4.96 2.85 -0.2921
C 3.38 -3.79 3.10 -0.1222
C 2.51 -5.79 4.08 -0.0880
N 1.64 -7.04 1.36 -0.3160
C 0.23 -7.00 1.76 -0.1028
C 2.35 -8.30 1.04 -0.0826
H 2.14 -5.56 -1.23 0.0966
H 1.42 -4.02 -1.44 0.0511
H 0.38 -5.37 -0.74 0.1020
H 0.43 -2.79 0.12 0.0747
H 0.89 -3.00 1.85 0.0691
H -0.30 -4.10 1.13 0.0705
H 4.37 -4.12 3.32 0.0769
H 3.49 -3.29 2.14 0.0730
H 3.02 -3.12 3.82 0.0612
H 1.76 -5.46 4.82 0.0779
H 2.28 -6.75 3.67 0.0505
H 3.50 -5.73 4.60 0.0900
H -0.31 -7.50 0.97 0.0682
H 0.01 -7.54 2.73 0.0904
H -0.17 -5.92 1.81 0.0842
H 2.25 -8.98 1.88 0.0723
H 3.38 -8.07 0.79 0.0673
H 1.79 -8.74 0.20 0.0808
O -0.69 6.09 -4.97 -0.2736
P 0.42 5.29 -4.45 0.5381
N 1.59 6.27 -3.73 -0.2944
C 1.11 7.48 -3.12 -0.1421
C 2.86 5.79 -3.16 -0.0718
N 1.19 4.41 -5.63 -0.2892
C 2.03 3.23 -5.34 -0.1051
C 1.55 5.17 -6.83 -0.0979
N 0.08 3.95 -3.33 -0.2587
C -1.16 3.33 -3.82 -0.1541
C -0.12 4.27 -1.90 -0.1337
H 1.95 8.16 -3.12 0.0712
H 0.86 7.49 -2.06 0.0766
H 0.26 7.91 -3.70 0.0890
H 3.22 4.85 -3.58 0.0675
H 2.69 5.69 -2.07 0.0750
H 3.62 6.48 -3.37 0.0612
H 1.58 2.27 -5.48 0.0477
H 2.90 3.30 -5.97 0.0762
H 2.31 3.13 -4.28 0.0638
H 2.51 5.66 -6.74 0.0791
H 1.37 4.58 -7.68 0.0691
H 0.90 6.06 -6.84 0.0788
H -2.06 3.98 -3.83 0.0856
H -1.01 3.02 -4.85 0.0678
H -1.49 2.46 -3.21 0.0757
H 0.69 4.82 -1.38 0.0574
H -0.09 3.29 -1.39 0.0543
H -1.05 4.81 -1.69 0.0896
```

total charge	0
HOMO-LUMO gap	8.20	eV
LUMO energy	0.18	eV
E_HOMO	-8.02	eV
SMILES	CN(C)P(=O)(N(C)C)N(C)C.CN(C)P(=O)(N(C)C)N(C)C.CN(C)P(=O)(N(C)C)N(C)C.CC1(C)CCCC(C)(C)N1O.c1cc[nH]c1.c1cc[nH]c1.c1cc[nH]c1.c1cc[nH]c1.c1cc[nH]c1


The following is a DFT calculation (the ωB97M-V functional and the def2-TZVPD basis) of a 2-piece molecular cluster, C26H25N5O4 overall in a non-equilibrium geometry.

XYZ file:
```
60
Properties=species:S:1:pos:R:3:nbo_charge:R:1
C 0.92 -7.05 -1.31 -0.6315
C 1.22 -5.64 -0.85 -0.0715
O 0.45 -4.70 -1.68 -0.4827
C 0.70 -3.42 -1.37 0.8349
N -0.09 -2.60 -2.27 -0.1981
N 0.04 -1.37 -2.15 -0.0918
C -0.86 -0.58 -3.05 0.8591
O -0.35 0.10 -3.92 -0.5728
O -2.15 -0.65 -2.72 -0.4944
C -3.02 0.16 -3.59 -0.0691
C -4.43 0.03 -3.07 -0.6314
O 1.46 -3.04 -0.50 -0.5572
H 1.48 -7.77 -0.71 0.2209
H -0.14 -7.29 -1.21 0.2185
H 1.23 -7.20 -2.35 0.2179
H 0.93 -5.49 0.20 0.1957
H 2.29 -5.40 -0.96 0.1975
H -2.67 1.21 -3.56 0.1993
H -2.93 -0.21 -4.62 0.1964
H -5.12 0.60 -3.69 0.2209
H -4.77 -1.01 -3.08 0.2200
H -4.52 0.42 -2.05 0.2195
C -3.26 -2.45 3.45 -0.2294
C -1.98 -2.89 3.08 -0.2019
C -1.10 -2.01 2.45 -0.2464
C -1.48 -0.67 2.31 0.2264
N -0.60 0.24 1.77 -0.2847
C 0.47 -0.02 1.00 0.1611
N 0.99 1.22 0.75 -0.4499
C 1.86 1.51 -0.31 0.2143
C 2.62 0.46 -0.81 -0.2284
C 3.61 0.75 -1.75 -0.2013
C 3.74 2.05 -2.26 -0.2269
C 2.86 3.06 -1.86 -0.1962
C 1.88 2.77 -0.90 -0.2626
C 0.34 2.16 1.57 0.3341
C 0.89 3.46 1.93 -0.0332
C -0.02 4.42 2.41 -0.1944
C 0.42 5.72 2.63 -0.2164
C 1.76 6.05 2.42 -0.2026
C 2.70 5.07 2.06 -0.2074
C 2.28 3.77 1.86 -0.2052
N -0.73 1.59 2.09 -0.2894
C -2.73 -0.20 2.72 -0.2502
C -3.65 -1.11 3.24 -0.2005
H -3.95 -3.15 3.91 0.2128
H -1.66 -3.92 3.30 0.2160
H -0.13 -2.31 2.06 0.2492
H 2.41 -0.54 -0.43 0.2671
H 4.28 -0.05 -2.07 0.2172
H 4.51 2.27 -2.99 0.2130
H 2.92 4.06 -2.27 0.2161
H 1.15 3.53 -0.60 0.2253
H -1.04 4.10 2.58 0.2337
H -0.30 6.47 2.97 0.2194
H 2.10 7.08 2.57 0.2156
H 3.76 5.33 1.93 0.2216
H 3.00 2.98 1.63 0.2302
H -2.95 0.85 2.58 0.2378
H -4.66 -0.77 3.50 0.2163
```

total charge	0
HOMO-LUMO gap	7.59	eV
LUMO energy	-0.54	eV
E_HOMO	-8.13	eV
energy above the lowest of the compared OMol25 structures with the same formula, charge and spin	4.064	eV


The following is a DFT calculation (the ωB97M-V functional and the def2-TZVPD basis) of C17H19N6ReSSbSe5 as an isolated structure.

XYZ file:
```
50
Properties=species:S:1:pos:R:3:nbo_charge:R:1
Re -0.38 0.34 -0.71 0.4943
C -1.82 4.00 1.20 -0.7002
C -1.60 2.75 0.43 0.3492
N -0.59 1.94 0.56 -0.2795
N 0.38 2.18 1.54 -0.3974
C 1.35 1.31 1.74 0.3792
N 2.31 1.52 2.60 -0.6943
S 1.25 -0.28 0.89 0.1539
C -2.55 2.31 -0.59 0.1053
C -3.75 2.97 -0.82 -0.1590
C -4.65 2.44 -1.75 -0.1202
C -4.30 1.28 -2.42 -0.1780
C -3.08 0.68 -2.15 0.0761
N -2.22 1.16 -1.25 -0.4466
H -2.54 3.83 2.01 0.2878
H -2.22 4.78 0.55 0.2806
H -0.90 4.42 1.63 0.2333
H 0.30 3.03 2.09 0.4323
H 2.41 2.38 3.13 0.4434
H 3.03 0.82 2.73 0.4522
H -3.99 3.87 -0.29 0.2527
H -5.59 2.93 -1.93 0.2660
H -4.97 0.84 -3.15 0.2653
H -2.76 -0.20 -2.70 0.2314
N -0.29 -3.62 -2.35 -0.4639
C -1.56 -3.63 -1.86 -0.0409
C -1.79 -2.37 -1.40 -0.1056
N -0.66 -1.60 -1.61 -0.5605
C 0.23 -2.40 -2.19 0.2252
H 0.18 -4.39 -2.81 0.4601
H -2.18 -4.51 -1.87 0.2696
H -2.69 -1.98 -0.95 0.2384
H 1.21 -2.11 -2.52 0.2360
Se 3.36 -0.94 0.58 0.4210
C 3.59 -2.12 2.06 -0.2908
C 2.81 -3.26 2.21 -0.1609
C 3.07 -4.11 3.27 -0.1992
C 4.12 -3.84 4.14 -0.1391
C 4.91 -2.71 3.96 -0.1825
C 4.64 -1.83 2.93 -0.2241
H 2.01 -3.48 1.51 0.2118
H 2.46 -4.99 3.41 0.2455
H 4.33 -4.52 4.95 0.2512
H 5.73 -2.51 4.64 0.2515
H 5.26 -0.95 2.79 0.2326
Se -0.03 0.71 -5.61 -0.2074
Sb -0.13 3.23 -5.53 0.9207
Se 0.73 1.41 -2.36 0.4062
Se -2.15 1.77 -5.82 -0.1737
Se -0.28 3.44 -2.91 -0.3491
```

total charge	+3
HOMO-LUMO gap (alpha / beta)	5.18 / 5.18	eV
LUMO energy (alpha / beta)	-10.07 / -10.07	eV
E_HOMO (alpha / beta)	-15.25 / -15.25	eV
energy above the lowest of the compared OMol25 structures with the same formula, charge and spin	0.000	eV